No. 1
{
  "formula": "C3H4CsLiO4",
  "method": "ωB97M-V/def2-TZVPD",
  "gap_ev": [8.2, 7.3],
  "homo_ev": [-11.70, -11.71],
  "charge": 1,
  "e_above_lowest_kj_mol": 684.0,
  "e_lumo_ev": [-3.46, -4.42],
  "fmax_ev_per_a": 6.61,
  "multiplicity": 2,
  "symbols": ["O", "C", "O", "Cs", "O", "C", "C", "H", "H", "H", "H", "Li", "O"],
  "xyz": [[1.669592, 1.252769, -0.023300], [1.427742, 0.129109, 0.515677], [2.290875, -0.744930, 0.638429], [6.125627, 1.387115, 0.340299], [0.125215, -0.168133, 0.722622], [-0.695979, -0.602543, -0.349350], [-2.172323, -0.432918, -0.100793], [-0.253748, -1.573152, -0.651739], [-1.634399, -1.219405, -1.212530], [-2.697247, -1.369707, 0.133127], [-2.785606, 0.155697, 0.609176], [0.001525, 2.221297, 0.076797], [-1.401275, 0.964795, -0.698414]],
  "forces_ev_per_angstrom": [[-1.2, 1.5, 0.7], [3.8, -1.0, -2.7], [-0.8, 0.1, 1.0], [-0.4, -0.2, 0.0], [-1.6, -0.5, 0.7], [-1.6, 3.5, 5.4], [2.7, -2.6, -0.2], [0.3, 0.4, -0.9], [-2.7, 1.8, -0.5], [-0.4, -1.0, -0.9], [0.7, 0.6, 0.0], [0.2, -0.8, -0.2], [1.1, -1.8, -2.3]],
  "mulliken_charge": [-0.8639, 0.8093, -0.6491, 0.9918, -0.3769, 0.2998, -0.9616, 0.4325, 0.2696, 0.3900, 0.3250, 0.8902, -0.5568]
}


No. 2
{
  "formula": "C11H42N13O13",
  "method": "ωB97M-V/def2-TZVPD",
  "gap_ev": [7.9, 2.3],
  "homo_ev": [-9.03, -9.03],
  "e_lumo_ev": [-1.15, -6.69],
  "fmax_ev_per_a": 7.90,
  "multiplicity": 2,
  "symbols": ["O", "C", "O", "O", "H", "C", "O", "N", "N", "H", "H", "H", "H", "C", "O", "N", "N", "H", "H", "H", "H", "C", "O", "N", "N", "H", "H", "H", "H", "C", "O", "N", "N", "H", "H", "H", "H", "C", "O", "N", "N", "H", "H", "H", "H", "C", "O", "N", "N", "H", "H", "H", "H", "C", "C", "C", "O", "C", "N", "H", "H", "H", "H", "H", "H", "H", "H", "H", "H", "H", "O", "H", "H", "O", "H", "H", "O", "H", "H"],
  "xyz": [[-1.825872, -0.582947, 0.515201], [-0.863632, -1.162617, -0.195879], [-0.196112, -0.480487, -1.004249], [-0.521352, -2.308267, 0.080521], [-1.518002, 0.266803, 0.191551], [0.721058, 0.580693, 3.311631], [0.302918, -0.201627, 4.174421], [-0.044172, 1.344873, 2.602931], [1.909178, 0.529573, 2.893141], [0.432438, 2.000183, 2.000021], [-1.030982, 1.150073, 2.694341], [2.320488, 1.281053, 2.358161], [2.601728, -0.091997, 3.285721], [-3.954822, 1.974153, 2.705701], [-4.759642, 1.384383, 3.415281], [-3.265802, 2.987873, 3.103141], [-3.366282, 1.512323, 1.590111], [-2.381042, 3.108873, 2.631281], [-3.565722, 3.405493, 3.972471], [-3.035082, 2.387583, 1.210201], [-3.976812, 0.850923, 1.131961], [1.279998, -1.738447, -4.365179], [0.470188, -2.628417, -4.277309], [2.142538, -1.669507, -5.349859], [1.324748, -0.634167, -3.652939], [2.376908, -2.456077, -5.938469], [2.678988, -0.815167, -5.399259], [2.244048, -0.247367, -3.812269], [0.806308, -0.532647, -2.792119], [4.001098, -1.248237, -0.369529], [4.781878, -0.438557, -0.733829], [3.938708, -1.765357, 0.819701], [2.930498, -1.544047, -1.014549], [4.379568, -1.305817, 1.603641], [3.224198, -2.456737, 0.997391], [2.400458, -0.880357, -1.561059], [2.338408, -2.268857, -0.634819], [1.846368, -3.961477, 2.214311], [2.741488, -4.583187, 2.753041], [0.962318, -3.307007, 2.818571], [1.551408, -3.907337, 0.943561], [0.991308, -3.319197, 3.828081], [0.225888, -2.813097, 2.335001], [2.149708, -4.318347, 0.241261], [0.701248, -3.444057, 0.656001], [-2.351472, 0.324113, -4.034649], [-2.672552, 1.073653, -4.969039], [-2.633342, -0.937887, -4.046539], [-1.760852, 0.768503, -3.013209], [-2.309762, -1.468887, -3.250659], [-3.240352, -1.457387, -4.664399], [-1.454862, 1.731043, -3.011899], [-1.235202, 0.157323, -2.404729], [-0.166542, 4.809583, 1.746931], [-0.484882, 4.572703, 0.256621], [0.710668, 3.824863, -0.450789], [1.137388, 2.761563, 0.449121], [2.103598, 1.847533, -0.097149], [-1.659742, 3.707303, 0.259171], [0.918038, 4.918023, 1.751041], [-0.339432, 3.998533, 2.454331], [-0.654372, 5.733913, 2.056351], [-0.737922, 5.555813, -0.140339], [1.593998, 4.432153, -0.648329], [0.229348, 3.504353, -1.374749], [3.035568, 2.087213, 0.414781], [2.107218, 1.747453, -1.182539], [1.877398, 0.817603, 0.178841], [-1.289332, 2.813593, -0.030979], [-2.290502, 3.934863, -0.496109], [-2.463252, -4.771117, 0.445431], [-1.617152, -5.138987, 0.700411], [-2.253032, -3.904787, 0.096851], [-1.074692, -3.663017, -2.359739], [-0.464602, -3.383627, -3.042349], [-1.059212, -2.952477, -1.718549], [-2.136332, -2.023837, 2.876971], [-1.979302, -1.847957, 1.949271], [-1.855312, -1.225207, 3.323561]],
  "forces_ev_per_angstrom": [[0.0, 0.8, -1.1], [2.5, -2.9, 1.0], [-0.5, 2.3, -2.2], [-1.1, -1.1, 0.3], [-1.2, 1.8, 0.9], [-3.5, -3.7, 3.4], [-0.3, 0.2, 0.1], [-2.5, 2.4, -1.2], [7.7, 0.2, -1.8], [-1.1, 0.0, -0.5], [0.0, 0.7, -0.3], [-0.2, -0.2, 0.0], [-0.5, 0.1, 0.4], [-1.1, -3.8, 2.7], [-0.9, 0.4, -0.9], [1.2, 4.1, 1.9], [-0.5, -0.9, -1.5], [-0.1, 0.9, 0.8], [0.7, 0.1, -0.1], [0.1, -0.7, -2.0], [0.4, 0.1, -0.7], [-1.5, -1.2, -0.8], [-1.1, -1.3, 0.5], [2.5, 0.1, -2.4], [0.3, 2.3, 1.3], [-0.2, 0.2, 0.2], [0.3, -0.6, -0.6], [-0.4, 0.9, 1.3], [0.3, -0.2, 0.3], [0.0, 1.6, 1.2], [3.0, 2.8, -1.3], [1.0, -2.0, 4.5], [-5.2, -2.2, -4.3], [0.4, -0.6, -0.4], [0.2, 0.3, 0.5], [0.8, -0.2, 0.0], [-0.2, 0.3, 0.0], [2.3, -2.7, -0.1], [1.5, -0.5, 0.1], [-4.1, 3.6, 5.1], [0.9, -0.6, -5.3], [-0.3, 0.3, -0.2], [-0.1, 0.0, 0.6], [-0.3, -0.3, 0.3], [0.3, -0.2, -0.4], [-1.1, -3.1, -0.1], [-0.9, 2.3, -2.7], [-0.7, -2.4, -0.2], [2.1, 3.4, 2.5], [0.1, -0.5, 0.1], [0.2, 0.5, -0.3], [0.0, 0.0, 0.1], [0.7, -0.6, 1.1], [1.3, 0.6, -0.6], [0.8, -0.7, 1.8], [-0.6, 0.5, 1.4], [-1.0, 0.3, -1.7], [-0.1, -0.5, 0.7], [-0.4, -0.5, -1.0], [0.1, 0.6, 0.6], [-0.5, -0.1, -0.4], [0.1, -0.2, 0.3], [0.3, -0.2, -0.6], [-0.2, 0.3, -0.2], [0.6, -0.7, -0.4], [0.5, 0.1, -0.9], [0.4, 0.9, -0.1], [-0.5, 0.1, 0.5], [-0.1, -0.7, 0.3], [-0.3, 0.3, -0.2], [-0.4, -0.2, 0.0], [0.2, 0.0, 0.1], [0.2, 0.2, 0.0], [-1.1, -0.1, 0.0], [0.5, 0.2, -0.5], [0.4, -0.1, 0.6], [-0.1, -0.5, 0.2], [-0.1, 0.0, 0.0], [0.2, 0.2, 0.3]],
  "mulliken_charge": [-0.6428, 0.8948, 0.1005, -0.6593, -0.0903, 0.5242, -0.7274, 0.2111, -0.1837, 0.1610, -0.0837, 0.0656, 0.2314, 0.2964, -0.6764, -0.2605, -0.1849, 0.1766, 0.2225, 0.3196, 0.1755, 0.6632, -0.7555, -0.4071, -0.2955, 0.2606, 0.1374, 0.2604, 0.0619, 0.7094, -0.6601, -0.2961, -0.1360, 0.2053, 0.1114, -0.2596, 0.2888, 0.5239, -0.7485, -0.0687, -0.3592, 0.1637, 0.0350, 0.2361, 0.3525, 0.8207, -0.2713, -0.1504, 0.0432, 0.0827, 0.2619, 0.1908, -0.2194, -1.3645, 0.0500, -0.8602, -0.1808, -0.9394, -0.4219, 0.3678, 0.3994, 0.3516, 0.5089, 0.4823, 0.2513, 0.5369, 0.4371, -0.0981, -0.0278, 0.2444, -0.6452, 0.3353, 0.2508, -0.7462, 0.5048, 0.1048, -0.7529, 0.2333, 0.3265]
}


No. 3
{
  "formula": "C6H17O3PSi",
  "method": "ωB97M-V/def2-TZVPD",
  "gap_ev": 10.8,
  "homo_ev": -10.18,
  "e_above_lowest_kj_mol": 0.0,
  "e_lumo_ev": 0.57,
  "fmax_ev_per_a": 5.41,
  "symbols": ["C", "C", "C", "C", "C", "C", "O", "O", "O", "Si", "P", "H", "H", "H", "H", "H", "H", "H", "H", "H", "H", "H", "H", "H", "H", "H", "H", "H"],
  "xyz": [[-1.498896, -1.700455, 2.695304], [-0.540765, -0.766475, -3.526839], [0.414008, 2.805427, -0.265545], [-0.930507, -1.936514, 1.347807], [-0.241249, -1.088171, -2.059740], [0.938346, 1.476110, 0.088524], [-1.713604, 0.918805, 0.827654], [0.014008, -0.921935, 0.877824], [-0.979788, -0.091529, -1.292325], [1.531508, 1.482670, 1.936251], [-0.545411, 0.405938, 0.148842], [-2.106801, -2.658322, 2.968224], [-0.777642, -1.331649, 3.431551], [-2.260636, -0.805669, 2.803262], [-0.029000, 0.159199, -4.012232], [-0.204970, -1.553159, -4.072582], [-1.615447, -0.748978, -3.487854], [1.343912, 3.393237, -0.787056], [-0.389159, 2.747734, -1.071970], [0.057256, 3.509869, 0.500308], [-1.619151, -1.980432, 0.589140], [-0.362432, -2.992678, 1.290305], [0.785874, -0.806839, -1.719091], [-0.413765, -2.073649, -1.669854], [1.884445, 0.801860, -0.830830], [2.033222, 0.158314, 2.201350], [2.256299, 2.659920, 1.973734], [0.361788, 1.786477, 3.086905]],
  "forces_ev_per_angstrom": [[-2.9, 1.0, 1.5], [0.4, 2.1, 1.7], [1.6, 3.3, -4.0], [3.2, -1.5, 0.0], [2.1, 3.3, 0.8], [0.9, -3.9, -0.2], [-1.0, 1.3, 0.6], [0.4, -0.2, 0.4], [-0.6, -0.4, -0.5], [-3.0, -0.7, 0.5], [1.0, -1.8, 0.1], [1.4, 1.7, 0.0], [0.3, -1.0, 0.0], [1.2, -1.8, -1.0], [-1.2, -1.3, 1.5], [0.7, -2.5, -1.9], [-0.5, 0.4, -0.9], [-2.3, -1.1, 1.1], [0.9, 0.2, 1.0], [0.1, -0.8, 0.2], [-2.3, -0.3, -1.5], [-0.9, 2.5, 0.3], [-0.1, -0.9, -1.0], [-0.6, -0.5, -0.3], [-2.9, 2.4, 2.9], [0.8, -0.3, 0.3], [1.7, 1.5, 0.3], [1.4, -0.5, -1.8]],
  "mulliken_charge": [-1.0265, -1.2381, -1.3264, -0.3072, -0.0975, 0.3064, -0.7742, -0.2883, -0.2055, 0.5352, 0.5434, 0.3190, 0.2884, 0.2295, 0.2401, 0.4443, 0.3187, 0.2884, 0.3165, 0.3138, 0.4001, 0.2658, 0.2394, 0.2683, 0.3865, -0.1429, -0.2401, -0.0572]
}


No. 4
{
  "formula": "C5H13O2",
  "method": "ωB97M-V/def2-TZVPD",
  "gap_ev": 7.0,
  "homo_ev": -3.30,
  "charge": -1,
  "e_above_lowest_kj_mol": 59.5,
  "e_lumo_ev": 3.67,
  "fmax_ev_per_a": 2.20,
  "symbols": ["C", "O", "C", "C", "C", "C", "H", "H", "H", "H", "H", "H", "H", "H", "H", "H", "H", "H", "H", "O"],
  "xyz": [[-1.195989, 0.438426, -0.724450], [-1.183230, -0.917216, -0.978309], [-0.477524, 0.736152, 0.627620], [0.716346, -0.208485, 0.856430], [1.696698, -0.168948, -0.327120], [1.455522, 0.146098, 2.146934], [-2.225949, 0.792414, -0.586112], [-0.759820, 1.065198, -1.508237], [-0.043239, 1.730284, 0.703380], [-1.187662, 0.426105, 1.407320], [0.375134, -1.233827, 0.963058], [2.714780, -0.336295, 0.036099], [1.633797, 0.837417, -0.752825], [1.438896, -0.850916, -1.136117], [2.277619, 0.828854, 1.949425], [0.768388, 0.535655, 2.885701], [1.798254, -0.789189, 2.589704], [-3.237726, -1.307329, -3.468653], [-1.728833, -1.022190, -1.843315], [-2.835462, -0.702206, -2.840534]],
  "forces_ev_per_angstrom": [[-0.1, 0.9, 1.3], [0.6, -0.3, -0.1], [0.2, -2.1, -0.5], [0.4, 0.0, -0.4], [-0.2, 0.4, 0.2], [-0.4, -0.7, -0.1], [-0.1, 0.1, -0.3], [0.2, -0.2, -0.3], [-0.6, 0.5, 0.1], [0.1, 0.9, 0.2], [-0.4, 0.0, -0.1], [0.0, -0.1, -0.3], [0.3, 0.1, -0.1], [0.0, -0.1, 0.2], [0.1, 0.2, 0.3], [-0.2, 0.5, 0.2], [0.6, 0.1, 0.0], [0.1, -0.1, 0.0], [-0.8, 0.0, -0.1], [0.1, 0.0, -0.1]],
  "mulliken_charge": [-0.5524, -0.5496, -0.9772, 0.9570, -1.4903, -1.5810, 0.3622, 0.2749, 0.3400, 0.3517, 0.1863, 0.4333, 0.2997, 0.3392, 0.3610, 0.3876, 0.3818, 0.1052, 0.4128, -1.0422]
}


Question: Which formula does entry 4 have?
Answer: C5H13O2